[1]
{"formula": "C48H45MgN3O5P2SSe2", "method": "ωB97M-V with the def2-TZVPD basis set", "symbols": ["Mg", "O", "C", "O", "C", "O", "O", "Se", "Se", "C", "C", "C", "C", "C", "N", "C", "C", "C", "C", "C", "N", "H", "H", "H", "H", "H", "H", "H", "H", "C", "N", "C", "P", "C", "C", "C", "C", "C", "C", "C", "C", "C", "C", "C", "C", "C", "C", "C", "C", "C", "C", "P", "C", "C", "C", "C", "C", "C", "C", "C", "C", "C", "C", "C", "H", "H", "H", "H", "H", "H", "H", "H", "H", "H", "H", "H", "H", "H", "H", "H", "H", "H", "H", "H", "H", "H", "H", "H", "H", "H", "H", "H", "H", "O", "S", "C", "C", "C", "C", "H", "H", "H", "H", "H", "H", "H", "H"], "xyz": [[-1.81542, -1.06641, 1.78397], [-2.58533, -0.63600, 5.25543], [-2.05822, -1.06519, 4.23592], [-2.64505, -1.74130, 3.31798], [-0.60099, -0.69453, 3.85867], [0.01140, 0.18901, 4.46930], [-0.18013, -1.26078, 2.80227], [-3.98137, -3.76249, 0.78996], [-4.01338, -2.24463, -0.91674], [-4.58630, -0.69658, 0.08202], [-5.72174, -0.00886, -0.32035], [-6.21846, 0.97440, 0.51731], [-5.58045, 1.20683, 1.72591], [-4.44026, 0.48203, 2.02881], [-3.93397, -0.43359, 1.20339], [-2.08437, -4.07384, 0.85749], [-1.62420, -5.37990, 0.73217], [-0.25706, -5.59240, 0.69656], [0.59058, -4.49892, 0.79224], [0.03731, -3.24049, 0.94322], [-1.28023, -3.02426, 0.96183], [-6.20630, -0.26300, -1.25155], [-7.10924, 1.52637, 0.24813], [-5.96789, 1.92973, 2.42958], [-3.92328, 0.61122, 2.96868], [-2.33089, -6.19418, 0.65573], [0.13947, -6.59373, 0.59386], [1.66360, -4.61968, 0.75846], [0.65162, -2.36543, 1.08042], [0.74310, 0.79354, -1.45558], [2.05049, 0.23267, -1.72784], [2.63461, -0.65623, -0.75465], [2.40923, -0.01309, 0.99589], [3.26658, 1.61631, 0.84606], [3.97499, 2.05534, -0.27064], [4.48478, 3.34585, -0.31637], [4.32040, 4.20338, 0.75967], [3.64165, 3.76826, 1.88816], [3.11085, 2.48846, 1.92684], [3.76443, -0.96054, 1.79502], [4.08927, -2.25537, 1.39281], [5.02306, -3.00319, 2.09398], [5.63876, -2.47619, 3.21710], [5.31893, -1.19076, 3.62958], [4.39597, -0.43802, 2.92361], [2.55462, 0.24014, -3.02472], [3.29431, -0.83204, -3.53342], [3.83919, -0.77499, -4.80634], [3.66180, 0.34147, -5.60803], [2.92974, 1.41223, -5.11294], [2.39069, 1.36778, -3.84051], [-0.62749, -0.50702, -1.11103], [-0.42877, -1.51192, -2.63749], [-0.14818, -0.93058, -3.87354], [-0.04240, -1.71018, -5.01199], [-0.23131, -3.08352, -4.93849], [-0.52263, -3.67164, -3.71802], [-0.61842, -2.89013, -2.57537], [-1.99920, 0.57994, -1.67616], [-2.21997, 1.74701, -0.94704], [-3.29327, 2.57511, -1.22943], [-4.16923, 2.24396, -2.25246], [-3.96384, 1.08427, -2.98336], [-2.88863, 0.25374, -2.70027], [0.41562, 1.38741, -2.30511], [0.77908, 1.44455, -0.57323], [3.70070, -0.76884, -0.95986], [2.15072, -1.64804, -0.79802], [4.12818, 1.40845, -1.12277], [5.01146, 3.67921, -1.20189], [4.71462, 5.21050, 0.72139], [3.51419, 4.42629, 2.73895], [2.56618, 2.14716, 2.79659], [3.62053, -2.68792, 0.51717], [5.26110, -4.00906, 1.77021], [6.35663, -3.06925, 3.76783], [5.77855, -0.78137, 4.51967], [4.15839, 0.56079, 3.25915], [3.43012, -1.72958, -2.94504], [4.40587, -1.61819, -5.18032], [4.08985, 0.38230, -6.60037], [2.79157, 2.29872, -5.71885], [1.85521, 2.22847, -3.46091], [-0.02608, 0.14084, -3.95848], [0.17859, -1.24298, -5.96272], [-0.16129, -3.68991, -5.83169], [-0.68271, -4.74022, -3.65586], [-0.85379, -3.35845, -1.62793], [-1.54527, 1.97804, -0.13925], [-3.45197, 3.47252, -0.64380], [-5.01478, 2.88303, -2.47126], [-4.65452, 0.81019, -3.77107], [-2.74049, -0.64575, -3.28328], [-1.70343, 0.95379, 2.10371], [-0.89456, 2.03407, 2.80523], [-1.48874, 3.56278, 1.94677], [-2.89975, 3.76294, 2.45932], [-2.76091, 3.70128, 3.97687], [-1.82937, 2.53016, 4.29514], [-1.41749, 3.45517, 0.86785], [-0.81826, 4.36082, 2.27392], [-3.52198, 2.93691, 2.10615], [-3.34587, 4.70369, 2.13093], [-3.72167, 3.57643, 4.47662], [-2.31273, 4.63279, 4.32958], [-2.33464, 1.63652, 4.66012], [-1.06041, 2.77631, 5.02483]], "forces_ev_per_angstrom": [[-0.2, 0.0, -1.5], [0.3, 0.1, 0.0], [-0.9, 0.0, 0.8], [-0.6, -0.4, 0.9], [1.3, 0.7, 0.7], [-0.4, -0.4, 0.3], [0.6, -0.3, -0.1], [-0.1, -0.4, 0.4], [0.0, 0.3, -0.5], [-0.2, -0.2, 0.1], [0.0, -0.1, 0.0], [0.1, 0.0, 0.0], [-0.1, -0.1, 0.0], [-0.2, 0.0, 0.1], [0.2, 0.0, -0.3], [-0.1, 0.0, -0.2], [-0.1, 0.1, 0.1], [0.0, 0.1, 0.1], [0.0, -0.1, 0.0], [0.1, -0.2, -0.1], [0.0, -0.3, 0.0], [0.0, 0.0, 0.0], [0.0, 0.0, 0.0], [0.0, 0.0, 0.0], [0.0, 0.0, 0.0], [0.0, 0.0, -0.1], [0.0, 0.0, 0.0], [0.0, 0.0, 0.1], [0.1, 0.1, 0.0], [0.1, -0.4, 0.3], [-0.4, 0.2, 0.0], [-0.3, 0.0, 0.2], [0.5, 0.3, -0.2], [-0.2, -0.1, 0.0], [0.0, 0.0, 0.0], [0.0, 0.0, 0.0], [0.0, 0.1, 0.0], [0.0, 0.0, 0.1], [0.0, 0.0, -0.2], [-0.1, -0.2, 0.1], [0.0, 0.1, 0.0], [0.0, -0.1, 0.0], [0.0, 0.0, 0.0], [0.0, 0.0, 0.0], [-0.1, -0.1, 0.0], [0.3, 0.1, -0.2], [0.0, 0.0, 0.1], [0.0, 0.1, -0.1], [0.0, 0.0, -0.1], [0.0, -0.1, 0.0], [0.0, 0.1, 0.0], [0.2, 0.7, -0.8], [0.0, -0.2, 0.2], [-0.1, 0.0, 0.0], [0.0, 0.0, -0.1], [0.0, 0.0, 0.1], [0.0, -0.1, -0.1], [0.0, 0.0, 0.1], [-0.2, -0.1, 0.2], [0.0, -0.1, -0.1], [0.0, 0.0, 0.0], [0.0, 0.1, 0.0], [0.0, 0.0, -0.1], [0.1, 0.1, 0.0], [0.0, 0.0, 0.1], [0.0, 0.0, -0.1], [-0.1, -0.1, -0.1], [0.2, -0.1, 0.0], [0.0, 0.0, 0.0], [0.0, 0.0, 0.0], [0.0, 0.0, 0.0], [0.0, 0.0, 0.0], [-0.2, 0.1, 0.1], [0.0, 0.0, 0.0], [0.0, 0.0, 0.0], [0.0, 0.0, 0.0], [0.0, 0.0, 0.0], [0.0, 0.0, 0.1], [0.0, 0.0, 0.0], [0.0, 0.0, 0.0], [0.0, 0.0, 0.0], [0.0, 0.0, 0.0], [0.0, 0.0, 0.0], [0.0, 0.0, 0.0], [0.0, 0.0, 0.0], [0.0, 0.0, 0.0], [0.0, 0.0, 0.0], [0.0, 0.0, 0.0], [-0.1, -0.1, 0.0], [0.0, 0.0, 0.0], [0.0, 0.0, 0.0], [0.0, 0.0, 0.0], [0.0, 0.0, 0.0], [-0.2, 0.3, -0.2], [-0.1, 0.9, -0.4], [0.1, -0.3, 0.2], [-0.1, 0.0, 0.1], [0.0, 0.0, -0.1], [0.3, -0.1, 0.1], [0.2, 0.0, 0.1], [0.0, 0.0, 0.0], [0.0, 0.1, -0.1], [0.0, 0.0, -0.1], [0.0, 0.0, 0.0], [-0.1, 0.0, 0.0], [0.1, -0.2, 0.0], [0.0, -0.1, 0.1]], "mulliken_charge": [3.329, -0.783, 0.691, -0.733, 0.299, -0.698, -0.681, 0.003, 0.237, -0.002, -0.984, -0.577, -0.868, -0.403, 0.241, -0.109, -0.782, -0.648, -0.894, -0.442, -0.040, 0.508, 0.434, 0.552, 0.555, 0.499, 0.450, 0.536, 0.654, -3.436, 1.847, -2.729, 1.000, 1.198, -0.642, -0.762, -0.596, -0.943, -0.534, 0.920, -0.319, -0.783, -0.574, -0.698, -0.706, 0.563, -0.456, -0.855, -0.589, -0.862, -0.285, 1.900, 1.106, -0.595, -0.769, -0.858, -0.660, -0.571, 0.841, 0.827, -0.060, -0.966, -0.807, -0.814, 1.107, 0.536, 1.189, 0.688, 0.216, 0.454, 0.395, 0.450, 0.463, 0.256, 0.412, 0.380, 0.419, 0.250, 0.416, 0.400, 0.421, 0.422, 0.499, 0.517, 0.460, 0.389, 0.475, 0.244, -1.480, 0.380, 0.427, 0.440, 0.543, -1.665, 0.763, -1.006, 0.218, -0.952, -0.486, 0.525, 0.582, -0.467, 0.576, 0.441, 0.292, 0.092, 0.644], "lumo_energy_ev": -0.3, "energy_ha": -8480.57983, "relative_energy_kcal_mol": 0.0}


[2]
{"formula": "C48H46As2CuN3O3", "method": "ωB97M-V with the def2-TZVPD basis set", "symbols": ["Cu", "C", "O", "C", "C", "C", "C", "C", "C", "N", "C", "N", "C", "C", "C", "C", "C", "C", "O", "C", "N", "C", "C", "C", "C", "C", "C", "O", "C", "H", "H", "H", "H", "H", "H", "H", "H", "H", "H", "H", "H", "H", "H", "H", "H", "H", "H", "H", "H", "H", "H", "C", "C", "As", "C", "C", "C", "C", "C", "C", "C", "C", "C", "C", "C", "C", "As", "C", "C", "C", "C", "C", "C", "C", "C", "C", "C", "C", "C", "H", "H", "H", "H", "H", "H", "H", "H", "H", "H", "H", "H", "H", "H", "H", "H", "H", "H", "H", "H", "H", "H", "H", "H"], "xyz": [[-0.43771, 0.72130, 0.79398], [-0.42195, 2.19304, -6.78473], [-0.04772, 2.68045, -5.50938], [1.28859, 2.73914, -5.20397], [2.29389, 2.97049, -6.12433], [3.62230, 3.00782, -5.71797], [3.93490, 2.80297, -4.38646], [2.93011, 2.57729, -3.45525], [1.59494, 2.55884, -3.84549], [0.51043, 2.32198, -2.99682], [0.56055, 1.89800, -1.67424], [1.26150, 2.71416, -0.86205], [1.82961, 2.46319, 0.41869], [1.27366, 1.56744, 1.32960], [1.97062, 1.43187, 2.54065], [3.10406, 2.16539, 2.84150], [3.61695, 3.07060, 1.91777], [2.98182, 3.21411, 0.69942], [3.40020, 4.06808, -0.29594], [4.56773, 4.82213, -0.05751], [-0.16142, 0.90036, -1.26145], [-0.74694, 0.01644, -2.18510], [-2.09597, -0.29775, -2.04974], [-2.74257, -1.13979, -2.94152], [-2.03851, -1.68607, -3.99842], [-0.68490, -1.41356, -4.14496], [-0.02890, -0.59244, -3.23979], [1.30339, -0.33216, -3.29073], [2.03315, -0.83412, -4.38823], [-1.48432, 2.39908, -6.88835], [-0.25765, 1.11314, -6.85026], [0.11223, 2.68417, -7.59756], [2.05922, 3.12951, -7.16768], [4.40061, 3.17623, -6.45008], [4.96812, 2.80865, -4.06414], [3.19706, 2.38157, -2.42748], [-0.31167, 2.02663, -3.50334], [1.64961, 3.52502, -1.31771], [1.59665, 0.72373, 3.27591], [3.59352, 2.05404, 3.80244], [4.49963, 3.64502, 2.16284], [4.46473, 5.45345, 0.82868], [4.70704, 5.45405, -0.93161], [5.44098, 4.17402, 0.06216], [-2.63245, 0.17317, -1.23800], [-3.79834, -1.35239, -2.82320], [-2.52947, -2.33981, -4.70809], [-0.14233, -1.87476, -4.95920], [3.04952, -0.46495, -4.26736], [1.63625, -0.46077, -5.33814], [2.04175, -1.92763, -4.40343], [-1.65956, -2.69677, 2.58828], [-2.78471, -1.93735, 1.88113], [-2.44901, 0.00659, 1.80760], [-2.13150, 0.41720, 3.68116], [-2.75362, -0.26140, 4.72557], [-2.54866, 0.12876, 6.04051], [-1.73621, 1.21859, 6.32104], [-1.11121, 1.90122, 5.28713], [-1.30258, 1.49701, 3.97407], [-4.32230, 0.55810, 1.66747], [-4.98269, 1.28141, 2.65431], [-6.31646, 1.63035, 2.49306], [-7.00115, 1.26961, 1.34221], [-6.34948, 0.55047, 0.35032], [-5.01901, 0.19986, 0.51381], [0.13425, -1.92087, 2.27987], [1.06807, -3.33483, 3.28868], [1.12209, -4.65739, 2.86021], [1.69607, -5.63364, 3.65973], [2.22584, -5.29689, 4.89853], [2.18790, -3.97936, 5.32957], [1.61233, -3.00468, 4.52657], [0.55963, -2.66986, 0.52830], [-0.24773, -3.52462, -0.21236], [0.23641, -4.12815, -1.36388], [1.53007, -3.87391, -1.79212], [2.32711, -2.98037, -1.09011], [1.84275, -2.38434, 0.06189], [-1.66197, -3.75735, 2.32850], [-1.79597, -2.63850, 3.66916], [-3.75009, -2.11035, 2.36057], [-2.88840, -2.26013, 0.84266], [-3.41742, -1.09210, 4.51008], [-3.02991, -0.41248, 6.84545], [-1.59329, 1.53520, 7.34655], [-0.47026, 2.74729, 5.49996], [-0.79324, 2.00014, 3.15975], [-4.45698, 1.57098, 3.55509], [-6.82400, 2.18770, 3.27013], [-8.03866, 1.55105, 1.21638], [-6.87948, 0.26688, -0.55008], [-4.51388, -0.36576, -0.26238], [0.71862, -4.92499, 1.88961], [1.73030, -6.66124, 3.31941], [2.67343, -6.06038, 5.52205], [2.60765, -3.71439, 6.29195], [1.58023, -1.97174, 4.85682], [-1.25693, -3.75407, 0.10998], [-0.39957, -4.80135, -1.92447], [1.91162, -4.36922, -2.67704], [3.32741, -2.75264, -1.43770], [2.46169, -1.69760, 0.63111]], "forces_ev_per_angstrom": [[0.0, -0.1, -0.2], [0.0, -0.1, -0.1], [0.0, 0.1, 0.0], [0.0, 0.0, 0.0], [0.0, 0.0, -0.1], [0.0, -0.1, 0.0], [0.0, 0.0, -0.1], [-0.1, 0.0, 0.0], [0.1, 0.0, 0.0], [0.0, 0.1, 0.0], [-0.3, 0.1, -0.2], [0.2, 0.0, -0.1], [-0.1, -0.2, 0.1], [-0.2, 0.2, 0.0], [0.0, 0.0, 0.0], [-0.1, -0.1, 0.0], [0.1, 0.1, 0.0], [0.0, -0.1, 0.0], [0.0, 0.0, 0.0], [0.1, 0.1, 0.0], [0.1, -0.2, 0.2], [-0.1, 0.0, -0.3], [0.2, 0.1, -0.1], [-0.1, -0.1, 0.0], [-0.1, -0.1, 0.0], [0.0, -0.1, -0.1], [0.0, 0.0, 0.2], [0.0, 0.0, 0.1], [0.1, 0.0, -0.1], [0.0, 0.0, 0.0], [0.1, 0.0, 0.0], [0.0, 0.1, 0.0], [0.0, 0.0, 0.0], [0.0, 0.0, 0.0], [0.0, 0.0, 0.0], [0.0, 0.0, 0.1], [0.0, 0.0, 0.1], [0.0, 0.0, -0.1], [0.0, 0.0, 0.0], [0.0, 0.0, 0.0], [0.0, 0.0, 0.0], [0.0, 0.0, 0.0], [0.0, 0.0, 0.0], [0.0, 0.0, 0.0], [0.0, 0.0, 0.0], [0.0, 0.0, 0.0], [0.0, 0.0, 0.0], [0.0, 0.0, 0.0], [0.0, 0.0, 0.0], [0.0, 0.0, 0.0], [0.0, 0.0, 0.0], [-0.1, 0.1, -0.1], [0.1, -0.1, 0.0], [-0.1, 0.1, 0.4], [-0.1, 0.1, 0.2], [-0.1, -0.1, -0.1], [0.0, 0.0, 0.0], [0.0, 0.0, 0.0], [0.0, 0.0, 0.1], [0.0, -0.1, -0.1], [0.0, 0.0, -0.3], [0.1, 0.0, 0.0], [-0.1, 0.0, 0.0], [0.0, 0.0, 0.0], [0.0, 0.0, 0.0], [0.1, -0.1, 0.0], [0.2, -0.5, 0.1], [-0.1, 0.1, 0.2], [0.0, 0.0, -0.1], [0.0, 0.0, 0.0], [0.0, 0.0, 0.0], [0.0, -0.1, 0.1], [-0.1, 0.1, -0.1], [0.1, 0.1, -0.1], [-0.1, 0.0, 0.1], [0.0, 0.0, -0.1], [0.0, 0.0, -0.1], [0.0, 0.0, 0.0], [-0.1, 0.1, 0.1], [0.0, 0.0, 0.0], [0.1, 0.0, 0.0], [0.0, 0.0, 0.0], [0.1, 0.1, 0.0], [0.0, 0.0, 0.0], [0.0, 0.0, 0.0], [0.0, 0.0, 0.0], [0.0, 0.0, 0.0], [0.0, 0.1, 0.0], [0.0, 0.0, 0.0], [0.0, 0.0, 0.0], [0.0, 0.0, 0.0], [0.0, 0.0, 0.0], [-0.1, 0.0, 0.0], [0.0, 0.0, 0.0], [0.0, 0.0, 0.0], [0.0, 0.0, 0.0], [0.0, 0.0, 0.0], [0.0, 0.0, 0.1], [0.0, 0.0, 0.0], [0.0, 0.0, 0.0], [0.0, 0.0, 0.0], [0.0, 0.0, 0.0], [0.1, 0.0, -0.1]], "mulliken_charge": [-0.809, -0.824, -0.474, 1.620, -0.661, -0.759, -1.129, -0.416, -0.210, -0.185, 0.118, -0.055, 0.428, -1.283, 0.752, -1.396, -0.378, 1.025, -0.383, -1.089, -0.595, -0.455, 0.572, -0.816, -1.037, -0.524, 0.972, 0.241, -1.244, 0.238, 0.290, 0.366, 0.229, 0.396, 0.427, 0.561, 0.544, 0.460, 0.604, 0.409, 0.406, 0.392, 0.274, 0.400, 0.268, 0.432, 0.412, 0.492, 0.269, 0.344, 0.305, -1.523, -1.259, 2.068, 0.449, -0.301, -0.821, -0.538, -0.625, -0.710, 0.428, -0.295, -0.706, -0.504, -0.842, -0.294, 0.720, 0.292, -0.320, -0.707, -0.459, -0.626, -0.392, 0.079, 0.189, -0.910, -0.492, -0.693, -0.483, 0.791, 0.606, 0.763, 0.475, 0.402, 0.409, 0.383, 0.424, 0.149, 0.329, 0.415, 0.368, 0.419, 0.228, 0.305, 0.405, 0.365, 0.392, 0.396, 0.122, 0.426, 0.418, 0.377, 0.383], "lumo_energy_ev": 0.6, "energy_ha": -8358.67641}